Record 1
Density functional theory data (the ωB97M-V functional and the def2-TZVPD basis) for an isolated ion of composition C8H11O2 and charge -1 in a non-equilibrium geometry.

Output
Maximum force   0.0695 Eh/bohr
Charge   -1
Energy   -12564.8361 eV
HOMO-LUMO gap (spin up / spin down)   0.2405 / 0.2331 Ha
ΔE to the lowest compared entry with this formula, charge and spin   366.5 kJ/mol
Lowest unoccupied orbital energy (spin up / spin down)   3.84 / 3.77 eV

Element x y z (Å)
C -0.846 0.011 -0.073
C 0.568 1.535 1.507
C 0.348 0.335 -0.558
C 1.439 0.733 0.613
C 2.677 1.405 0.108
C 1.702 -0.538 1.394
C -2.742 -0.758 -1.549
C -2.257 0.147 -0.346
O 0.407 2.733 1.671
O 0.950 -0.086 -1.561
H 2.570 1.505 -0.973
H 3.566 0.762 -0.027
H 2.867 2.313 0.673
H 2.536 -0.386 2.040
H 1.923 -1.365 0.702
H 0.796 -0.857 2.083
H -3.823 -0.635 -1.557
H -2.557 -1.898 -1.325
H -2.440 -0.450 -2.545
H -2.879 -0.056 0.462
H -2.359 1.161 -0.714

Results of the natural (NBO) charge analysis, in e, for atoms 1 through 6: atom 1 (C): -0.184, atom 2 (C): 0.565, atom 3 (C): 0.342, atom 4 (C): -0.294, atom 5 (C): -0.651, atom 6 (C): -0.578

***

Record 2
Density functional theory data (the ωB97M-V functional and the def2-TZVPD basis) for one molecule with the formula C8H11O2PS in a non-equilibrium geometry.

Output
Maximum force   0.1520 Eh/bohr
Charge   0
Energy   -32692.6460 eV
HOMO-LUMO gap   0.3663 Ha
ΔE to the lowest compared entry with this formula, charge and spin   13.1 kJ/mol
Lowest unoccupied orbital energy   0.49 eV

Element x y z (Å)
C 2.430 -2.019 0.584
O 1.044 -1.604 0.056
P 0.745 0.058 0.146
O 1.455 0.558 1.641
S 1.742 0.850 -1.437
C 3.136 1.405 -0.524
C -1.052 0.020 -0.001
C -1.780 0.522 1.029
C -3.100 0.796 0.934
C -3.734 0.433 -0.244
C -3.027 -0.126 -1.285
C -1.675 -0.325 -1.138
H 3.002 -2.207 -0.359
H 2.149 -3.030 1.058
H 2.892 -1.340 1.276
H 3.505 2.422 -0.768
H 3.794 0.601 -0.611
H 2.609 1.460 0.451
H -1.225 0.863 1.939
H -3.655 1.309 1.717
H -4.723 0.572 -0.344
H -3.485 -0.441 -2.225
H -1.047 -0.777 -1.895

Results of the natural (NBO) charge analysis, in e, for atoms 1 through 6: atom 1 (C): -0.271, atom 2 (O): -0.832, atom 3 (P): 1.808, atom 4 (O): -1.045, atom 5 (S): -0.031, atom 6 (C): -0.781

***

Record 3
Density functional theory data (the ωB97M-V functional and the def2-TZVPD basis) for C8H11OPS as an isolated structure in a non-equilibrium geometry.

Output
Maximum force   0.1105 Eh/bohr
Charge   0
Energy   -30643.1132 eV
HOMO-LUMO gap   0.3284 Ha
ΔE to the lowest compared entry with this formula, charge and spin   132.3 kJ/mol
Lowest unoccupied orbital energy   0.08 eV

Element x y z (Å)
C 3.373 0.100 0.562
C 2.668 1.284 0.422
C 2.731 -1.121 0.418
C 1.316 1.252 0.130
C 1.381 -1.164 0.120
C 0.683 0.028 -0.028
C -1.276 -1.020 -1.933
C -3.399 0.490 1.291
O -1.893 2.027 -0.806
P -1.072 0.016 -0.444
S -2.166 -0.832 1.096
H 4.429 0.124 0.787
H 3.171 2.232 0.538
H 3.285 -2.041 0.537
H 0.732 2.151 0.007
H 0.872 -2.112 0.013
H -2.253 -0.796 -2.354
H -0.502 -0.756 -2.650
H -1.216 -2.074 -1.669
H -3.397 0.810 2.327
H -4.375 0.100 1.016
H -3.091 1.302 0.620

Results of the natural (NBO) charge analysis, in e, for atoms 1 through 6: atom 1 (C): -0.186, atom 2 (C): -0.203, atom 3 (C): -0.227, atom 4 (C): -0.172, atom 5 (C): -0.138, atom 6 (C): -0.429

***

Record 4
Density functional theory data (the ωB97M-V functional and the def2-TZVPD basis) for one molecule with the formula C8H11OPS2 in a non-equilibrium geometry.

Output
Maximum force   0.1016 Eh/bohr
Charge   0
Energy   -41481.4512 eV
HOMO-LUMO gap   0.3262 Ha
ΔE to the lowest compared entry with this formula, charge and spin   0.0 kJ/mol
Lowest unoccupied orbital energy   0.18 eV

Element x y z (Å)
C 1.420 -2.335 2.270
C 2.207 -2.103 1.033
P 1.258 -1.113 -0.144
O 2.164 -0.839 -1.471
S -0.382 -2.092 -0.603
S 1.023 0.966 0.815
C -0.416 1.245 -0.209
C -1.661 0.714 0.264
C -2.829 1.245 -0.312
C -2.769 2.123 -1.329
C -1.527 2.499 -1.906
C -0.348 2.117 -1.331
H 1.829 -3.001 2.944
H 1.414 -1.495 2.811
H 0.405 -2.568 2.013
H 2.618 -3.015 0.612
H 3.160 -1.500 1.270
H 2.144 0.132 -1.604
H -1.718 -0.145 0.797
H -3.716 1.017 0.266
H -3.602 2.393 -1.965
H -1.319 3.292 -2.614
H 0.643 2.464 -1.607

Results of the natural (NBO) charge analysis, in e, for atoms 1 through 6: atom 1 (C): -0.617, atom 2 (C): -0.780, atom 3 (P): 1.417, atom 4 (O): -0.974, atom 5 (S): -0.555, atom 6 (S): -0.048

***

Repeat the fourth record exactly.
Density functional theory data (the ωB97M-V functional and the def2-TZVPD basis) for one molecule with the formula C8H11OPS2 in a non-equilibrium geometry.

Output
Maximum force   0.1016 Eh/bohr
Charge   0
Energy   -41481.4512 eV
HOMO-LUMO gap   0.3262 Ha
ΔE to the lowest compared entry with this formula, charge and spin   0.0 kJ/mol
Lowest unoccupied orbital energy   0.18 eV

Element x y z (Å)
C 1.420 -2.335 2.270
C 2.207 -2.103 1.033
P 1.258 -1.113 -0.144
O 2.164 -0.839 -1.471
S -0.382 -2.092 -0.603
S 1.023 0.966 0.815
C -0.416 1.245 -0.209
C -1.661 0.714 0.264
C -2.829 1.245 -0.312
C -2.769 2.123 -1.329
C -1.527 2.499 -1.906
C -0.348 2.117 -1.331
H 1.829 -3.001 2.944
H 1.414 -1.495 2.811
H 0.405 -2.568 2.013
H 2.618 -3.015 0.612
H 3.160 -1.500 1.270
H 2.144 0.132 -1.604
H -1.718 -0.145 0.797
H -3.716 1.017 0.266
H -3.602 2.393 -1.965
H -1.319 3.292 -2.614
H 0.643 2.464 -1.607

Results of the natural (NBO) charge analysis, in e, for atoms 1 through 6: atom 1 (C): -0.617, atom 2 (C): -0.780, atom 3 (P): 1.417, atom 4 (O): -0.974, atom 5 (S): -0.555, atom 6 (S): -0.048